Arrangement A

C6H12N2O | ωB97M-V/def2-TZVPD

Its structure (SMILES) is Cc1c[nH]cn1.CCO. The value obtained for the LUMO energy is 0.9 eV. Its multiplicity is 1. The HOMO energy comes out at -8.32 eV. As for the charge: 0.

Each line ends with the natural charge from an NBO analysis.
Element x y z (Å)
C 1.364 -0.286 2.898  -0.08
C 2.370 0.565 2.119  -0.66
O 1.202 -1.517 2.044  -0.77
H 1.586 -0.773 3.935  0.20
H 0.183 0.092 2.851  0.18
H 2.710 0.017 1.238  0.23
H 1.177 -1.316 1.136  0.47
H 3.185 0.986 2.785  0.22
H 1.777 1.481 1.880  0.21
C 0.001 2.149 -0.877  -0.65
C -1.162 -1.367 -1.174  0.14
C -0.660 0.838 -1.109  0.13
C -1.597 0.584 -2.253  -0.15
N -0.536 -0.350 -0.477  -0.50
N -1.879 -0.795 -2.206  -0.51
H -1.192 -2.430 -0.861  0.22
H -2.231 -1.431 -2.866  0.41
H -2.232 1.269 -2.829  0.22
H -0.634 3.006 -1.295  0.23
H 0.953 1.989 -1.466  0.24
H 0.114 2.362 0.298  0.23


Arrangement B

C6H12N2O | ωB97M-V/def2-TZVPD

The value obtained for the LUMO energy is 0.6 eV. Its multiplicity is 1. The HOMO energy comes out at -9.22 eV. As for the charge: 0.

Each line ends with the natural charge from an NBO analysis.
Element x y z (Å)
C 0.049 -1.231 -0.430  -0.26
C -0.041 -1.442 1.068  -0.42
C 0.667 -0.452 2.059  -0.46
C 0.885 1.115 1.740  -0.40
C -0.196 1.798 1.069  -0.46
C -1.050 0.895 -0.004  -0.21
H -0.538 -1.938 -0.897  0.21
H 1.098 -1.545 -0.657  0.21
H 0.683 -2.525 1.070  0.23
H -1.193 -1.688 1.193  0.21
H 1.690 -0.664 2.771  0.24
H -0.273 -0.535 2.849  0.21
H 1.383 1.438 2.988  0.21
H 1.887 1.284 1.056  0.21
H -1.039 2.349 1.721  0.22
H 0.150 2.696 0.524  0.21
H -1.815 0.336 0.393  0.19
H -1.405 2.093 -0.426  0.24
N -0.129 0.207 -2.358  0.28
N -0.365 0.035 -0.932  -0.32
O 0.118 -0.886 -2.823  -0.36


Least stable: arrangement B


Arrangement A

C8H11NO | ωB97M-V/def2-TZVPD

The value obtained for the LUMO energy is 0.6 eV. Its multiplicity is 1. The HOMO energy comes out at -8.89 eV. As for the charge: 0.

Each line ends with the natural charge from an NBO analysis.
Element x y z (Å)
C -0.453 -1.992 -0.592  0.26
C -2.108 -0.226 0.559  0.70
C 0.715 -0.649 1.311  -0.40
C -0.154 -0.849 0.135  -0.24
C 0.865 0.246 0.111  -0.06
C -3.025 -0.592 -0.481  -0.79
C 0.512 1.623 0.134  -0.61
C 2.075 0.025 -0.825  -0.61
N -0.848 -2.905 -1.139  -0.36
O -2.193 0.434 1.548  -0.51
H 0.325 -0.233 2.238  0.23
H 1.394 -1.458 1.535  0.23
H -4.127 -0.106 -0.418  0.26
H -3.101 -1.658 -0.383  0.28
H -2.459 -0.510 -1.532  0.28
H -0.243 1.934 0.894  0.23
H 0.222 1.944 -0.951  0.22
H 1.431 2.139 0.514  0.22
H 1.718 -0.142 -1.823  0.22
H 2.469 -1.054 -0.650  0.21
H 3.021 0.713 -0.629  0.23


Arrangement B

C8H11NO | ωB97M-V/def2-TZVPD

The value obtained for the LUMO energy is 0.7 eV. Its multiplicity is 1. The HOMO energy comes out at -9.17 eV. As for the charge: 0.

Each line ends with the natural charge from an NBO analysis.
Element x y z (Å)
C 0.909 0.774 1.425  0.07
C -2.093 1.962 -0.647  0.50
C -2.670 -1.746 -0.277  0.28
C 0.460 1.101 2.597  -0.51
C 1.556 0.407 0.327  -0.09
C -1.701 -1.295 -1.290  -0.74
C 1.491 1.242 -0.945  -0.62
C 1.922 -1.095 0.271  -0.61
N -3.324 -2.039 0.581  -0.32
O -3.193 1.735 -0.767  -0.49
H 1.240 1.506 3.335  0.23
H -0.673 1.012 2.764  0.23
H -1.620 -0.201 -1.244  0.25
H -0.641 -1.514 -0.872  0.26
H -2.015 -1.767 -2.340  0.27
H 0.928 0.553 -1.721  0.20
H 2.461 1.529 -1.236  0.22
H 0.798 2.062 -0.594  0.24
H 2.356 -1.484 1.260  0.24
H 2.743 -1.139 -0.531  0.21
H 1.065 -1.603 -0.096  0.20


Arrangement C

C8H11NO | ωB97M-V/def2-TZVPD

The value obtained for the LUMO energy is 1.0 eV. Its multiplicity is 1. The HOMO energy comes out at -8.15 eV. As for the charge: 0.

Each line ends with the natural charge from an NBO analysis.
Element x y z (Å)
C 3.528 -0.255 0.117  -0.52
C 2.141 -0.310 0.639  -0.05
C -0.122 -0.260 -0.403  0.30
C -0.636 -1.505 -0.177  -0.29
C -2.087 -1.520 -0.019  -0.21
C -2.812 -0.327 0.256  -0.19
C -2.003 0.919 0.132  -0.26
C -0.803 1.052 -0.029  0.12
H 4.229 -1.401 -0.166  0.19
H 3.926 0.337 0.563  0.13
H 3.657 -0.019 -1.038  0.23
H 1.724 0.349 1.200  0.18
H 1.965 -1.463 1.037  0.16
H -0.271 -2.520 -0.428  0.23
H -2.477 -2.497 0.081  0.20
H -3.768 -0.142 0.471  0.20
H -2.688 1.685 0.254  0.20
H 0.828 2.309 -0.411  0.39
H -0.307 2.972 -0.504  0.37
N -0.006 2.156 0.002  -0.82
O 1.249 -0.183 -0.521  -0.57


Arrangement D

C8H11NO | ωB97M-V/def2-TZVPD

The value obtained for the LUMO energy is 0.4 eV. Its multiplicity is 1. The HOMO energy comes out at -8.91 eV. As for the charge: 0.

Each line ends with the natural charge from an NBO analysis.
Element x y z (Å)
C -2.334 -0.515 0.493  0.69
C 2.827 -1.066 -1.167  -0.35
C 2.059 0.295 1.402  -0.42
C 1.585 -0.817 -0.799  -0.27
C 1.199 -0.024 0.365  -0.01
C -1.477 -0.036 1.728  -0.53
C -0.600 0.580 0.645  0.02
C -1.831 0.697 -1.649  -0.44
N -1.570 0.215 -0.290  -0.45
O -3.340 -1.196 0.315  -0.60
H 3.116 -1.504 -2.138  0.21
H 3.725 -0.467 -0.682  0.19
H 1.878 0.777 2.345  0.21
H 3.049 -0.083 1.243  0.19
H 0.777 -1.214 -1.366  0.21
H -1.977 0.813 2.276  0.23
H -0.786 -0.716 2.389  0.24
H -0.275 1.692 0.749  0.20
H -1.875 1.834 -1.576  0.21
H -1.221 0.219 -2.400  0.22
H -2.928 0.517 -1.883  0.24


Least stable: arrangement C


Arrangement A

C8H11NO | ωB97M-V/def2-TZVPD

Its structure (SMILES) is C[C@@H]1C(=O)N[C@@]2(C)C=C[C@@H]12. The value obtained for the LUMO energy is 0.9 eV. Its multiplicity is 1. The HOMO energy comes out at -9.30 eV. As for the charge: 0.

Each line ends with the natural charge from an NBO analysis.
Element x y z (Å)
C 0.922 -0.148 1.929  -0.18
C 1.557 0.818 1.291  -0.21
C -1.437 0.859 0.043  0.70
C 0.186 -0.808 0.727  -0.21
C -1.280 -0.625 0.498  -0.35
C 0.930 0.629 -0.131  0.17
C -1.839 -1.485 -0.615  -0.58
C 1.799 0.580 -1.431  -0.64
N -0.278 1.343 -0.390  -0.65
O -2.409 1.531 0.277  -0.61
H 1.081 -0.746 2.821  0.21
H 2.345 1.525 1.554  0.21
H 0.653 -1.784 0.576  0.22
H -1.963 -0.664 1.368  0.24
H -2.857 -1.541 -0.711  0.22
H -1.429 -2.442 -0.407  0.20
H -1.427 -1.243 -1.662  0.20
H 2.711 -0.067 -1.515  0.23
H 2.118 1.575 -1.385  0.21
H 0.920 0.422 -2.161  0.23
H -0.303 2.270 -0.678  0.40


Arrangement B

C8H11NO | ωB97M-V/def2-TZVPD

The value obtained for the LUMO energy is 0.9 eV. Its multiplicity is 1. The HOMO energy comes out at -9.59 eV. As for the charge: 0.

Each line ends with the natural charge from an NBO analysis.
Element x y z (Å)
C 2.580 -0.751 0.639  -0.47
C 3.766 0.104 0.613  -0.03
C 1.669 0.001 0.042  0.34
C -0.990 -1.487 -0.071  -0.45
C -1.347 -0.261 0.687  -0.28
C -0.406 -0.211 -0.433  0.13
C -2.676 0.538 0.596  -0.62
C -0.652 0.753 -1.509  -0.65
N 3.513 1.224 -0.010  -0.13
O 2.194 1.160 -0.386  -0.33
H 2.480 -1.848 0.685  0.24
H 4.700 0.003 1.174  0.22
H -0.452 -2.306 0.364  0.24
H -1.922 -1.933 -0.673  0.21
H -1.033 -0.298 1.727  0.23
H -3.312 0.144 1.456  0.22
H -3.225 0.581 -0.368  0.22
H -2.542 1.568 0.766  0.22
H -0.866 1.679 -1.020  0.22
H -1.597 0.381 -2.099  0.22
H 0.118 0.958 -2.181  0.24


Least stable: arrangement B


Arrangement A

C2H6N6 | ωB97M-V/def2-TZVPD

Its structure (SMILES) is [H]/N=c1/[nH]nnn1NC. The value obtained for the LUMO energy is 0.9 eV. Its multiplicity is 1. The HOMO energy comes out at -8.76 eV. As for the charge: 0.

Each line ends with the natural charge from an NBO analysis.
Element x y z (Å)
C -1.078 0.558 -1.540  -0.45
C 0.582 -0.825 0.793  0.51
H -1.737 1.062 -0.722  0.22
H -1.476 -0.495 -1.634  0.20
H -1.278 1.183 -2.572  0.22
H 1.143 0.538 -1.676  0.39
H 0.390 -1.102 3.076  0.45
H 0.838 -1.746 -0.767  0.33
N 0.366 0.741 -1.081  -0.47
N 0.548 0.433 0.268  -0.13
N 0.210 1.353 1.186  -0.02
N 0.254 0.814 2.304  -0.03
N 0.536 -0.548 2.150  -0.46
N 0.702 -1.967 0.215  -0.76


Arrangement B

C2H6N6 | ωB97M-V/def2-TZVPD

Its structure (SMILES) is [H]/N=c1/nc(N)[nH]n1N. The value obtained for the LUMO energy is 0.5 eV. Its multiplicity is 1. The HOMO energy comes out at -8.58 eV. As for the charge: 0.

Each line ends with the natural charge from an NBO analysis.
Element x y z (Å)
C 0.827 0.566 -0.479  0.58
C -1.127 0.702 0.309  0.51
H 2.299 1.996 -0.760  0.43
H 2.529 0.348 -1.421  0.38
H -2.712 0.387 1.340  0.35
H -0.715 -2.384 0.622  0.35
H -0.141 -1.214 1.558  0.33
H 0.644 -1.040 -1.532  0.39
N 2.084 0.986 -0.859  -0.80
N -0.046 1.429 -0.007  -0.56
N -2.190 1.158 0.914  -0.69
N -0.941 -0.729 -0.107  -0.15
N -0.987 -1.495 1.042  -0.60
N 0.474 -0.710 -0.619  -0.52


Least stable: arrangement A


Arrangement A

C2H6N6 | ωB97M-V/def2-TZVPD

Its structure (SMILES) is [H]/N=c1\n(N)cnn1N. The value obtained for the LUMO energy is 0.6 eV. Its multiplicity is 1. The HOMO energy comes out at -8.50 eV. As for the charge: 0.

Each line ends with the natural charge from an NBO analysis.
Element x y z (Å)
C -1.252 0.986 -0.436  0.17
C 0.498 -0.408 0.064  0.52
H -2.231 -1.630 -1.013  0.37
H -2.173 -1.677 0.776  0.36
H -2.155 1.305 -0.742  0.20
H 2.205 1.140 1.180  0.35
H 2.897 1.300 -0.324  0.37
H 0.642 -2.011 0.872  0.35
N -1.595 -1.518 -0.173  -0.65
N -0.883 -0.364 -0.306  -0.29
N -0.261 1.757 -0.264  -0.25
N 0.913 0.899 -0.340  -0.14
N 2.052 1.511 0.193  -0.63
N 1.341 -1.289 0.515  -0.73


Arrangement B

C2H6N6 | ωB97M-V/def2-TZVPD

The value obtained for the LUMO energy is -0.6 eV. Its multiplicity is 1. The HOMO energy comes out at -8.26 eV. As for the charge: 0.

Each line ends with the natural charge from an NBO analysis.
Element x y z (Å)
C -1.069 1.302 0.345  -0.51
C 0.477 -0.295 -0.411  0.38
H -0.054 0.753 1.375  0.28
H -0.900 2.790 -0.238  0.28
H -2.734 1.130 0.848  0.18
H -2.882 -0.754 -0.711  0.41
H 3.387 0.198 0.383  0.37
H 2.540 -1.288 0.091  0.37
N -0.828 0.335 -0.886  -0.32
N -1.511 -0.836 -0.347  -0.18
N -0.941 -1.824 0.008  0.07
N 0.285 -1.615 0.115  -0.37
N 1.509 0.443 -0.371  -0.28
N 2.721 -0.338 -0.202  -0.66


Least stable: arrangement B